{"formula": "C59H53HgN2O2P4S3", "method": "wB97M-V/def2-TZVPD", "multiplicity": 2, "total_charge": -2, "energy_ev": -142956.9082, "e_homo_ev": [0.38, -2.33], "symbols": ["Hg", "S", "P", "C", "P", "S", "C", "C", "C", "C", "C", "C", "C", "C", "C", "C", "C", "C", "C", "C", "C", "C", "C", "C", "C", "C", "C", "C", "C", "C", "H", "H", "H", "H", "H", "H", "H", "H", "H", "H", "H", "H", "H", "H", "H", "H", "H", "H", "H", "H", "C", "S", "C", "C", "C", "N", "P", "C", "C", "C", "C", "C", "C", "C", "C", "C", "C", "C", "C", "P", "C", "C", "C", "C", "C", "C", "C", "C", "C", "C", "C", "C", "H", "H", "H", "H", "H", "H", "H", "H", "H", "H", "H", "H", "H", "H", "H", "H", "H", "H", "H", "H", "H", "H", "H", "H", "H", "H", "H", "H", "H", "O", "C", "O", "C", "C", "C", "C", "C", "N", "H", "H", "H", "H"], "coordinates": [[0.29157, 0.22615, -0.87415], [1.91288, 3.20957, -2.18994], [2.95895, 2.28153, -0.81152], [2.00471, 1.18743, 0.13384], [2.73229, 0.13204, 1.29734], [1.46768, -1.07154, 2.19586], [4.06848, -0.98705, 0.70617], [4.97403, -1.57707, 1.58767], [5.81361, -2.58661, 1.14690], [5.74493, -3.03343, -0.16677], [4.82795, -2.46875, -1.04047], [3.99351, -1.45168, -0.60028], [3.61494, 1.10439, 2.58232], [4.94215, 1.50753, 2.46107], [5.54470, 2.25449, 3.46228], [4.82452, 2.61881, 4.59078], [3.50544, 2.20763, 4.72647], [2.90832, 1.44986, 3.73142], [4.47583, 1.60603, -1.61168], [4.25090, 0.95323, -2.82685], [5.27687, 0.30041, -3.48694], [6.55981, 0.30611, -2.95431], [6.80290, 0.97905, -1.76715], [5.76731, 1.61399, -1.09384], [3.58436, 3.59987, 0.30600], [4.68142, 4.40846, 0.01894], [4.97810, 5.50245, 0.82005], [4.15559, 5.83095, 1.88746], [3.03426, 5.05632, 2.15395], [2.75621, 3.94733, 1.37256], [4.99489, -1.24831, 2.61908], [6.51693, -3.04136, 1.83612], [6.39734, -3.83244, -0.50057], [4.75569, -2.82692, -2.06154], [3.26276, -0.99941, -1.25885], [5.50712, 1.20999, 1.58849], [6.58494, 2.54387, 3.36098], [5.29908, 3.20984, 5.36583], [2.94522, 2.46843, 5.61759], [1.89501, 1.08225, 3.82763], [3.25002, 0.97486, -3.24440], [5.08184, -0.21338, -4.42138], [7.36895, -0.20507, -3.46284], [7.80889, 1.01599, -1.36419], [5.97585, 2.11861, -0.16081], [5.29420, 4.19859, -0.84819], [5.84975, 6.11100, 0.60463], [4.37511, 6.70184, 2.49481], [2.37222, 5.32550, 2.96905], [1.88886, 3.32907, 1.56727], [-8.60647, -1.93796, -0.10051], [-8.04627, -0.56370, -1.14273], [-6.25789, -0.90301, -1.06715], [-5.47354, 0.18812, -1.76844], [-3.96587, -0.08009, -1.81784], [-3.26766, -0.30348, -0.49863], [-2.37712, 1.17330, -0.11593], [-3.82699, 2.33813, 0.06242], [-3.67771, 3.62417, -0.44538], [-4.63537, 4.60086, -0.20074], [-5.74542, 4.30909, 0.57669], [-5.90924, 3.02617, 1.08620], [-4.96192, 2.05131, 0.82630], [-2.02766, 1.18202, 1.68549], [-0.93336, 1.98757, 2.01166], [-0.59864, 2.24936, 3.32750], [-1.33549, 1.66963, 4.35380], [-2.43802, 0.88824, 4.04691], [-2.79870, 0.67003, 2.72459], [-2.06720, -1.57458, -0.76562], [-3.24576, -2.96144, -1.25237], [-2.89312, -3.74806, -2.34596], [-3.57333, -4.92375, -2.63444], [-4.61501, -5.34407, -1.82116], [-4.97385, -4.57327, -0.72044], [-4.29284, -3.40272, -0.43665], [-1.69456, -2.46598, 0.80011], [-2.38449, -2.50124, 2.00352], [-1.98445, -3.36150, 3.01762], [-0.92920, -4.23680, 2.82570], [-0.26141, -4.24428, 1.60762], [-0.62975, -3.35347, 0.61731], [-9.69116, -1.87860, -0.03652], [-8.17270, -1.84511, 0.89456], [-8.31102, -2.88525, -0.54984], [-6.08567, -1.87401, -1.53087], [-5.98907, -0.95456, -0.01116], [-5.68513, 1.14213, -1.29293], [-5.80792, 0.26131, -2.80826], [-3.49351, 0.74349, -2.35932], [-3.81554, -0.96470, -2.43932], [-2.80416, 3.84507, -1.04969], [-4.51319, 5.59655, -0.61173], [-6.48598, 5.07336, 0.78198], [-6.78181, 2.78917, 1.68510], [-5.11768, 1.04181, 1.18258], [-0.35525, 2.41835, 1.20103], [0.23530, 2.90207, 3.55653], [-1.04914, 1.82903, 5.38744], [-3.03672, 0.45707, 4.84225], [-3.69284, 0.10402, 2.50784], [-2.06202, -3.42683, -2.96711], [-3.28355, -5.52185, -3.49126], [-5.14044, -6.26723, -2.03593], [-5.78312, -4.89879, -0.07414], [-4.55505, -2.82510, 0.43949], [-3.23664, -1.86136, 2.16349], [-2.51564, -3.35334, 3.96355], [-0.60999, -4.89030, 3.62904], [0.55652, -4.93506, 1.44163], [-0.08800, -3.32118, -0.32254], [-1.89559, -0.05421, -4.89915], [-1.11424, -0.12252, -3.93881], [-1.17024, 0.53017, -2.86126], [0.04397, -1.13369, -4.11197], [0.20860, -1.75311, -5.34719], [1.19811, -2.70646, -5.50661], [2.00290, -3.01198, -4.41626], [1.78186, -2.33992, -3.22832], [0.83129, -1.41984, -3.07602], [-0.46514, -1.47168, -6.14412], [1.33827, -3.20730, -6.45717], [2.77835, -3.76470, -4.48447], [2.38241, -2.55397, -2.34990]], "forces_ev_per_angstrom": [[-0.1032, 0.1080, 0.4468], [-0.2009, 0.1604, -0.4333], [-0.4907, 0.1566, 0.6843], [1.1552, -0.5792, -0.4224], [-0.2413, 0.4202, -0.1065], [-0.3108, -0.3084, 0.2425], [-0.1674, -0.1399, -0.0143], [-0.0362, 0.1238, -0.1774], [0.0821, -0.0045, 0.0979], [0.0232, -0.0725, -0.0351], [-0.0006, -0.0082, 0.0049], [0.1096, 0.0764, 0.0411], [0.0929, -0.0297, 0.0809], [-0.2069, -0.0538, 0.0530], [0.0974, 0.0556, -0.0245], [0.0835, -0.0001, 0.0061], [-0.0424, 0.0451, 0.0075], [0.0937, -0.0215, -0.0557], [-0.1263, -0.1939, -0.1426], [0.0303, 0.0179, -0.0136], [0.0208, -0.0274, -0.0237], [0.0611, 0.0547, 0.0346], [0.1020, -0.0346, -0.0413], [-0.1145, -0.0496, 0.0322], [-0.0786, 0.2030, -0.1236], [-0.0407, -0.0503, 0.0618], [0.0700, 0.0334, 0.0038], [-0.0133, 0.0420, 0.0161], [0.0371, 0.0331, 0.0187], [0.1279, 0.0198, 0.0494], [0.0426, -0.0529, 0.0300], [-0.0025, 0.0004, -0.0084], [0.0030, 0.0126, -0.0131], [0.0294, 0.0352, -0.0136], [0.0058, 0.0079, -0.0245], [0.0465, 0.0000, 0.0141], [-0.0264, 0.0560, 0.0014], [-0.0195, -0.0065, 0.0118], [-0.0120, 0.0121, -0.0126], [-0.0582, 0.0080, 0.0602], [-0.0025, -0.0210, -0.0064], [-0.0420, 0.0019, 0.0100], [-0.0049, 0.0076, -0.0186], [-0.0235, -0.0502, 0.0483], [-0.0008, 0.0267, -0.0042], [0.0095, 0.0009, -0.0109], [-0.0216, 0.0063, -0.0403], [0.0175, -0.0250, 0.0238], [0.0072, -0.0432, 0.0140], [-0.0204, -0.0189, 0.0064], [0.1637, 0.2738, -0.2412], [0.0423, -0.0557, 0.0918], [-0.3450, 0.0500, -0.0155], [0.0715, -0.1454, 0.1497], [-0.1609, 0.0862, 0.0257], [0.0819, -0.0329, 0.0021], [-0.0875, 0.3514, 0.0137], [-0.2227, 0.0134, 0.1972], [0.0332, -0.2061, -0.1009], [-0.0959, 0.1326, 0.0480], [0.0421, 0.0409, -0.0451], [-0.0545, -0.0618, 0.0519], [-0.0182, 0.1489, -0.1750], [0.0693, 0.0755, 0.1472], [-0.0615, -0.0226, -0.2022], [-0.0971, -0.0158, 0.1544], [0.1122, 0.0980, -0.0100], [-0.1164, -0.0718, 0.0088], [0.1188, -0.0269, -0.0144], [0.1345, -0.3105, -0.2725], [-0.3006, -0.3447, 0.1732], [-0.0018, 0.2837, 0.0467], [-0.0728, -0.1685, -0.0450], [0.0364, 0.0605, -0.0574], [-0.1099, -0.0466, 0.0709], [0.1083, -0.0338, -0.2099], [0.1520, -0.0139, -0.0458], [0.1226, 0.0193, -0.0208], [-0.1375, 0.0104, 0.0917], [0.0705, -0.0025, 0.0016], [0.0033, -0.0713, 0.0495], [-0.0454, 0.1624, 0.0866], [-0.0152, -0.0628, 0.0370], [-0.0384, -0.0694, 0.0390], [-0.0434, -0.0603, 0.0662], [0.0698, -0.0053, 0.0494], [0.1310, -0.0567, -0.0149], [-0.0238, 0.0731, -0.0548], [0.0332, 0.0113, -0.0086], [0.1146, -0.0661, -0.0369], [0.0761, 0.0768, -0.0615], [0.0188, 0.0318, 0.0307], [0.0282, -0.0163, -0.0056], [0.0032, 0.0037, -0.0152], [-0.0008, -0.0147, -0.0245], [0.0119, -0.0153, 0.0788], [0.1341, -0.0447, 0.0428], [0.0610, -0.0559, -0.0235], [-0.0392, 0.0287, -0.0074], [0.0268, -0.0106, -0.0007], [-0.0075, -0.0686, -0.0247], [-0.0185, -0.0069, -0.0336], [0.0131, 0.0245, 0.0006], [-0.0006, 0.0016, -0.0070], [0.0201, -0.0021, 0.0029], [-0.0487, 0.0110, 0.0205], [-0.0481, 0.0869, -0.0337], [0.0223, 0.0156, -0.0021], [-0.0317, -0.0389, -0.0281], [0.0500, 0.0751, 0.0039], [0.0706, -0.0215, 0.0081], [-0.0706, -0.1260, -0.0946], [-0.0116, 0.4023, 0.3180], [0.3127, -0.2826, -0.5801], [-0.0692, 0.0750, 0.1823], [-0.0056, -0.1430, -0.2127], [-0.0375, 0.1430, 0.1423], [0.0326, -0.1409, -0.1310], [-0.0529, 0.0191, 0.1032], [-0.0130, 0.1219, 0.0026], [-0.0145, 0.0003, 0.0290], [0.0069, 0.0004, -0.0130], [0.0302, 0.0222, 0.0327], [-0.0515, -0.0259, -0.0659]], "mulliken_charge": [3.2049, -0.6009, 1.2006, -0.4802, 0.9370, -0.4319, -0.3260, -0.4362, -0.7051, -0.8011, -0.0080, -0.1722, -0.4198, 0.1169, -0.8695, -0.6480, -0.6105, -0.7778, 0.4999, -0.8465, -0.6495, -0.5785, -1.0019, 0.0388, -0.1747, -0.2700, -0.7821, -0.5060, -0.3864, 0.2413, 0.4337, 0.3814, 0.3672, 0.4699, 0.2105, 0.5377, 0.3948, 0.3410, 0.3897, 0.4342, 0.2758, 0.3955, 0.3596, 0.3893, 0.4153, 0.4867, 0.3727, 0.3686, 0.4025, -0.2193, -0.7987, -0.1178, -0.1426, -1.3992, -1.8712, 1.0852, -1.1556, 0.6095, -0.6540, -0.6265, -0.5925, -0.9858, -0.1228, 1.9318, -0.9879, -0.5413, -0.5890, -0.9049, -0.0580, -0.8095, 1.0489, -0.2779, -0.4266, -0.7308, -0.6587, -0.9413, 1.8113, -0.1537, -1.1323, -0.7258, -0.3904, -0.9950, 0.3511, 0.2402, 0.2214, 0.3774, -0.0653, 0.3428, 0.6459, 0.5670, 0.8872, 0.4420, 0.3928, 0.3494, 0.4160, 0.2518, 0.5252, 0.3800, 0.3730, 0.3867, 0.1213, 0.4198, 0.4131, 0.3315, 0.4624, 0.2111, 0.3122, 0.3902, 0.3102, 0.3923, 0.1645, -0.8593, -0.1627, -0.5632, 0.0991, -0.4353, -0.5276, -0.8432, -0.7251, 0.8461, 0.5476, 0.3957, 0.4601, 0.4939]}